# 1
{
  "formula": "C9H10OSe",
  "method": "wB97M-V/def2-TZVPD",
  "gap_ev": 8.53,
  "e_lumo_ha": 0.002,
  "charge": 0,
  "homo_energy_ev": -8.467,
  "e_above_lowest_kcal_mol": 53.4,
  "elements": ["C", "C", "C", "C", "C", "C", "C", "C", "C", "O", "Se", "H", "H", "H", "H", "H", "H", "H", "H", "H", "H"],
  "coordinates": [[3.66291, -0.01750, -0.00359], [2.81106, -0.86157, 0.63113], [3.30254, 1.24563, -0.42644], [1.50082, -0.49780, 0.88073], [1.89572, 1.53971, -0.44402], [1.08596, 0.65745, 0.26070], [-3.70778, 0.82671, -0.34589], [-2.92874, -0.22808, -0.63174], [-1.56118, -0.36029, -0.25693], [-1.31952, -1.50916, 1.17356], [-0.75976, 1.29024, 0.28330], [4.68192, -0.46854, -0.15468], [3.24300, -1.84098, 0.94807], [4.11436, 1.90854, -0.89471], [0.77969, -1.07429, 1.40210], [1.32352, 2.32535, -0.87802], [-4.77208, 1.03944, -0.32822], [-3.32720, 1.82037, 0.07134], [-3.41965, -1.07680, -1.01440], [-0.80957, -0.86516, -0.80444], [-2.06019, -1.30318, 1.77084]],
  "atomic_forces_ev_per_a": [[2.3720, -0.2259, -0.3849], [-0.3236, -1.9220, 1.1234], [-0.3949, 1.3989, -1.8042], [0.4086, 0.1308, -0.6056], [1.9487, -1.3588, 1.2295], [-1.2283, 1.0926, -0.3612], [0.9588, 2.3645, 1.2355], [-2.4206, 0.8047, 0.5349], [2.1938, -0.5358, 3.6464], [-1.2115, 1.9099, -2.3983], [0.5016, -0.3769, 0.4062], [-0.8563, 1.1583, 0.0735], [-0.7374, 0.8372, -0.1150], [-1.6077, -0.9218, 0.6661], [-0.2862, -0.6027, 0.4559], [0.6691, 0.9907, -0.5568], [-0.2072, -1.3149, -0.9265], [0.3776, -1.6219, -0.4668], [-0.3965, -1.1575, -0.4885], [0.0154, -0.7336, -0.9307], [0.2246, 0.0841, -0.3327]]
}



# 2
{
  "formula": "C21H13F5IrN5OS2",
  "method": "wB97M-V/def2-TZVPD",
  "spin_multiplicity": 2,
  "gap_ev": [6.84, 5.40],
  "e_lumo_ha": [-0.397, -0.450],
  "charge": 3,
  "homo_energy_ev": [-17.642, -17.642],
  "e_above_lowest_kcal_mol": 5.2,
  "s_squared": 0.779,
  "elements": ["Ir", "S", "N", "C", "C", "C", "C", "C", "N", "C", "C", "N", "C", "C", "C", "C", "C", "N", "H", "H", "H", "H", "H", "H", "C", "N", "C", "C", "O", "H", "H", "H", "H", "H", "H", "H", "F", "C", "C", "F", "C", "F", "C", "S", "C", "F", "C", "F"],
  "coordinates": [[0.19279, 0.59750, 0.31842], [-5.06513, -3.60348, -2.70796], [-3.73469, -2.98726, -3.36240], [-3.11635, -2.31189, -2.40542], [-1.86912, -1.58809, -2.56213], [-1.11110, -1.47942, -3.73457], [0.05706, -0.74070, -3.71363], [0.47132, -0.11558, -2.54144], [-0.24808, -0.22564, -1.42321], [-1.40050, -0.94310, -1.42609], [-2.09307, -0.98052, -0.17164], [-1.49441, -0.29079, 0.83297], [-2.05218, -0.25765, 2.04287], [-3.24540, -0.93171, 2.29036], [-3.87062, -1.63659, 1.28097], [-3.28512, -1.66648, 0.00791], [-3.80104, -2.34990, -1.16263], [-4.92259, -3.05335, -1.20638], [-1.45213, -1.96971, -4.63821], [0.66435, -0.62961, -4.60113], [1.37562, 0.47869, -2.49940], [-1.54632, 0.30908, 2.81464], [-3.66848, -0.88383, 3.28409], [-4.80208, -2.16165, 1.45350], [3.58703, -3.68611, 1.01571], [3.11398, -2.31665, 1.32820], [3.84870, -1.48274, 2.29439], [2.05873, -1.85593, 0.74578], [1.62076, -0.66785, 0.98300], [4.47494, -3.88382, 1.60504], [3.83962, -3.76302, -0.03930], [2.82150, -4.41374, 1.27545], [4.69147, -2.04978, 2.67157], [3.19180, -1.21190, 3.11882], [4.20667, -0.57868, 1.80522], [1.53839, -2.50929, 0.04602], [2.52143, 6.88500, 1.28059], [1.74973, 5.90699, 0.94468], [2.24018, 4.57965, 1.07209], [3.45172, 4.38483, 1.52136], [1.42208, 3.55372, 0.71377], [1.87857, 2.26708, 0.81627], [0.10975, 3.75950, 0.22842], [-0.96939, 2.51504, -0.18038], [-0.34511, 5.10547, 0.10845], [-1.55089, 5.32060, -0.33979], [0.46370, 6.16525, 0.46176], [0.05191, 7.39804, 0.35337]],
  "atomic_forces_ev_per_a": [[0.5246, 0.7034, 0.2311], [-0.0396, -0.0273, -0.0250], [-0.0156, 0.0030, 0.0692], [0.0486, 0.0255, -0.0444], [-0.0574, -0.0403, -0.0063], [0.0044, 0.0088, -0.0098], [-0.0217, -0.0222, -0.0275], [-0.0012, 0.0380, 0.0281], [-0.0433, -0.1004, -0.1830], [0.0390, 0.0597, 0.1275], [0.0817, 0.0556, 0.0211], [-0.1647, -0.2892, -0.0713], [0.0336, 0.0032, -0.0248], [-0.0335, -0.0006, 0.0170], [-0.0044, 0.0001, -0.0189], [-0.0390, -0.0376, -0.0280], [-0.0211, 0.0183, 0.0713], [0.0662, 0.0151, -0.0572], [0.0171, 0.0087, -0.0131], [-0.0020, -0.0039, -0.0052], [0.0017, -0.0107, 0.0160], [0.0115, -0.0036, -0.0049], [-0.0060, -0.0044, 0.0002], [0.0001, 0.0038, 0.0194], [-0.0340, -0.0285, -0.0214], [0.0065, -0.0059, -0.0411], [-0.0239, 0.0348, 0.0094], [-0.1021, 0.0396, 0.0803], [0.0223, -0.2822, 0.0164], [-0.0016, -0.0082, -0.0004], [0.0157, 0.0061, 0.0071], [0.0119, 0.0010, 0.0138], [0.0008, 0.0036, 0.0045], [0.0119, -0.0095, 0.0073], [0.0119, -0.0108, -0.0055], [0.0113, -0.0012, -0.0150], [-0.0018, -0.0286, 0.0007], [-0.0198, 0.0847, -0.0147], [0.0619, -0.1126, 0.0059], [-0.0497, -0.0124, -0.0236], [-0.1247, 0.1383, -0.1071], [-0.1234, -0.0748, -0.0493], [0.0897, -0.2036, 0.0950], [-0.2240, -0.0147, -0.0543], [0.1618, 0.0687, 0.0396], [-0.0475, 0.0039, -0.0129], [0.0092, -0.0049, -0.0112], [-0.0410, 0.0145, -0.0052]]
}



> The lowest charge belongs to which entry?

C9H10OSe



> Which of these has the highest charge?

C21H13F5IrN5OS2



> What is the formula in the first record?

C9H10OSe



> charge of number 2 (C21H13F5IrN5OS2)?

+3